Arrangement P

Density functional theory data (the ωB97M-V functional and the def2-TZVPD basis) for a single C3H3NO4 molecule.

Summary:
SMILES string ... O=C[C@@H]1ONC(=O)O1
Frontier orbital gap ... 10.87 eV
HOMO energy ... -10.735 eV
Molar mass ... 117.060 g mol⁻¹

```
11
Properties=species:S:1:pos:R:3:mulliken_charge:R:1
O 0.5600 2.0289 1.7814 -0.42
O 0.2580 0.2527 -1.0958 -0.31
O -0.7117 -0.2222 0.8899 -0.26
O -2.0774 -1.9038 0.2274 -0.52
N -0.2974 -1.0911 -1.1712 -0.24
C 0.4890 0.2026 0.2493 0.55
C -1.1294 -1.1757 0.0436 0.52
C 0.9077 1.5401 0.7285 -0.18
H -0.7054 -1.1302 -2.0988 0.29
H 1.4846 2.1474 0.0196 0.32
H 1.2221 -0.6486 0.4260 0.24
```

---

Arrangement Q

Density functional theory data (the ωB97M-V functional and the def2-TZVPD basis) for 2 unconnected molecules or ions with the total composition C3H3NO4.

Summary:
Frontier orbital gap ... 9.30 eV
HOMO energy ... -9.410 eV
Molar mass ... 117.060 g mol⁻¹

```
11
Properties=species:S:1:pos:R:3:mulliken_charge:R:1
O -0.4271 -1.1734 0.1071 -0.30
O 1.2296 1.8542 0.1781 -0.49
O -0.7520 0.9175 -0.1822 -0.30
O -2.6106 -0.3138 0.0839 -0.56
N 1.9614 -1.5013 -0.0563 -0.70
C 0.6388 0.6874 -0.0468 0.14
C 0.8456 -0.5479 -0.1664 0.54
C -1.4030 -0.1465 -0.0541 0.68
H 0.8792 2.6549 0.0061 0.34
H 2.2153 -1.5213 1.0143 0.33
H 3.1685 -0.8596 -0.5176 0.34
```

---

Arrangement R

Density functional theory data (the ωB97M-V functional and the def2-TZVPD basis) for a single C3H3NO4 molecule.

Summary:
SMILES string ... Oc1nc(O)c(O)o1
Frontier orbital gap ... 8.71 eV
HOMO energy ... -8.318 eV
Molar mass ... 117.060 g mol⁻¹

```
11
Properties=species:S:1:pos:R:3:mulliken_charge:R:1
O 1.5504 1.6451 -0.0868 -0.52
O 1.5431 -1.6347 -0.1338 -0.55
O -2.7396 -0.0721 -0.0880 -0.48
O -0.7359 -1.1384 -0.0770 -0.31
N -0.7202 1.0520 0.0362 -0.60
C 0.5871 -0.7084 -0.0976 0.23
C -1.4313 -0.0274 -0.0466 0.69
C 0.5954 0.6448 -0.0701 0.49
H 2.4871 1.3356 -0.1062 0.32
H 1.8152 -1.9837 0.7242 0.34
H -2.9513 0.8874 -0.0543 0.39
```

---

Least stable structure: arrangement Q

---

Arrangement P

Density functional theory data (the ωB97M-V functional and the def2-TZVPD basis) for 2 unconnected molecules or ions with the total composition CH3F2NO.

Summary:
Frontier orbital gap (spin up / spin down) ... 9.99 / 9.99 eV
HOMO energy (spin up / spin down) ... -9.469 / -9.470 eV
Molar mass ... 83.037 g mol⁻¹

```
8
Properties=species:S:1:pos:R:3:mulliken_charge:R:1
F -1.1087 -1.5690 -1.0549 -0.21
F 0.5769 -1.9679 0.2476 -0.18
O -1.1270 -0.2134 1.2241 -0.73
N 0.4866 -0.0463 -1.1106 -0.39
C -0.0856 -1.0244 -0.4104 0.72
H 1.1256 0.3877 -0.5576 0.25
H -0.2676 0.3577 -1.7499 0.29
H -1.8792 -0.8359 1.3632 0.26
```

---

Arrangement Q

Density functional theory data (the ωB97M-V functional and the def2-TZVPD basis) for 2 unconnected molecules or ions with the total composition CH3F2NO.

Summary:
Frontier orbital gap (spin up / spin down) ... 8.40 / 9.41 eV
HOMO energy (spin up / spin down) ... -8.218 / -9.301 eV
Molar mass ... 83.037 g mol⁻¹

```
8
Properties=species:S:1:pos:R:3:mulliken_charge:R:1
F -1.8268 1.2886 0.5908 -0.18
F -1.6712 0.1763 -1.3172 -0.15
O -1.7343 -0.9982 0.6461 -0.36
N 0.8768 0.1964 -0.1205 -0.65
C -1.5412 0.0881 -0.0292 0.55
H 0.7852 -0.2088 0.7785 0.21
H 0.7993 1.2274 -0.0706 0.21
H -1.7591 -1.7602 -0.0235 0.37
```

---

Arrangement R

Density functional theory data (the ωB97M-V functional and the def2-TZVPD basis) for 2 unconnected molecules or ions with the total composition CH3F2NO.

Summary:
SMILES string ... O=C(F)F.N
Frontier orbital gap ... 11.13 eV
HOMO energy ... -10.433 eV
Molar mass ... 83.037 g mol⁻¹

```
8
Properties=species:S:1:pos:R:3:mulliken_charge:R:1
F 0.6533 -0.1456 -1.8391 -0.14
F 2.0022 0.0888 -0.2382 -0.14
O 0.9422 1.9090 -0.9526 -0.38
N -0.9817 -0.8496 0.9853 -0.64
C 1.1839 0.7440 -1.0326 0.66
H -1.7995 -1.3907 0.8701 0.22
H -1.2121 -0.2516 1.8479 0.24
H -0.7882 -0.1043 0.3593 0.19
```

---

Least stable structure: arrangement Q

---

Arrangement P

Density functional theory data (the ωB97M-V functional and the def2-TZVPD basis) for 2 unconnected molecules or ions with the total composition CH4S3Si.

Summary:
Frontier orbital gap ... 9.15 eV
HOMO energy ... -9.318 eV
Molar mass ... 140.330 g mol⁻¹

```
9
Properties=species:S:1:pos:R:3:mulliken_charge:R:1
S -1.0000 0.3955 -1.6892 -0.36
S 3.2784 -1.3422 0.6083 -0.25
S 3.1639 1.7772 0.7360 -0.23
Si -2.0493 0.0008 0.2191 0.42
C 3.1653 0.2065 0.6835 0.47
H 0.0238 -0.6219 -1.7055 0.14
H -2.8944 1.0272 -0.3149 -0.07
H -2.6347 -1.3960 0.1085 -0.07
H -1.0530 -0.0472 1.3541 -0.06
```

---

Arrangement Q

Density functional theory data (the ωB97M-V functional and the def2-TZVPD basis) for 2 unconnected molecules or ions with the total composition CH4S3Si.

Summary:
Frontier orbital gap ... 9.30 eV
HOMO energy ... -9.335 eV
Molar mass ... 140.330 g mol⁻¹

```
9
Properties=species:S:1:pos:R:3:mulliken_charge:R:1
S -3.0130 1.5735 -0.2777 -0.24
S -0.4952 -1.4858 -0.6703 -0.33
S -3.9308 -1.3462 0.3053 -0.23
Si 0.8111 0.1102 -0.0828 0.60
C -3.5342 0.1238 -0.0179 0.47
H 0.6770 0.9278 -1.1564 -0.13
H -0.4736 -2.1589 0.5061 0.15
H 0.2437 0.6308 1.1143 -0.13
H 1.9980 -0.3622 0.4215 -0.16
```

---

Least stable structure: arrangement P

---

Arrangement P

Density functional theory data (the ωB97M-V functional and the def2-TZVPD basis) for a gas-phase ion, C6H11O (charge +1).

Summary:
Frontier orbital gap (spin up / spin down) ... 9.55 / 9.27 eV
Net charge ... +1
HOMO energy (spin up / spin down) ... -13.895 / -13.824 eV
Molar mass ... 99.153 g mol⁻¹

```
18
Properties=species:S:1:pos:R:3:mulliken_charge:R:1
O -0.4018 0.0046 -0.7070 0.07
C -1.4342 0.3409 0.2482 -0.35
C -0.1470 -1.4293 1.1289 -0.52
C -0.8886 -0.1257 1.5566 -0.71
C 0.1592 1.1590 -1.3087 -0.04
C 0.5701 -0.9319 -0.0918 -0.51
C 1.9130 1.2605 -1.6803 -0.74
H -1.7155 -0.2480 2.1267 0.44
H -1.7313 1.3847 0.0931 0.41
H 2.0241 2.1371 -2.3196 0.30
H 0.7310 -1.7400 -0.8808 0.32
H 1.4804 -0.5582 0.1036 0.38
H 2.6874 0.8813 -1.0964 0.40
H -0.2761 0.6878 1.9614 0.28
H -0.9193 -2.2233 1.0659 0.29
H -0.3563 1.8044 -2.0572 0.38
H 0.5611 -1.9810 1.8105 0.35
H -2.2563 -0.4229 0.0470 0.26
```

---

Arrangement Q

Density functional theory data (the ωB97M-V functional and the def2-TZVPD basis) for a gas-phase ion, C6H11O (charge +1).

Summary:
Frontier orbital gap ... 11.31 eV
Net charge ... +1
HOMO energy ... -16.317 eV
Molar mass ... 99.153 g mol⁻¹

```
18
Properties=species:S:1:pos:R:3:mulliken_charge:R:1
O 1.0452 0.2871 0.6410 -0.36
C 0.9655 0.5671 -0.5918 0.44
C -0.4672 0.9952 -0.9527 -0.34
C -1.2645 0.2532 0.0782 -0.68
C 2.1337 0.3562 -1.3423 -0.78
C -0.3474 -0.4562 1.1243 0.32
C -0.0073 -1.8505 0.7467 -1.12
H -0.9636 -2.2189 0.4450 0.34
H 1.5525 -0.1408 -2.2134 0.28
H -0.5364 -0.2200 2.2080 0.36
H -0.6422 2.0007 -0.7385 0.30
H -2.0036 -0.3798 -0.3727 0.36
H 3.1030 0.9086 -1.7855 0.35
H 0.7479 -1.9549 -0.0266 0.28
H 0.4200 -2.3912 1.5624 0.37
H -1.7641 1.1385 0.5468 0.29
H 2.7215 -0.3001 -0.7033 0.30
H -0.8341 0.7548 -2.0532 0.27
```

---

Least stable structure: arrangement P